3 unconnected molecules or ions with the total composition C13H26N3O6S. Source: OMol25; level of theory: ωB97M-V with the def2-TZVPD basis set.

Output
F_max in eV/Å: 6.21
Gap between HOMO and LUMO in eV: 8.50
E_tot in eV: -41482.915

```
! RIJCOSX wB97M-V def2-TZVPD def2/J DEFGRID3
* xyz 1 1
H 0.31499 -4.83867 5.71802
H -0.19584 -4.81740 0.91060
H 1.24994 -4.69936 2.61924
H 0.22021 -0.92670 0.17828
C 1.45450 -2.69561 0.91498
H -2.84569 -3.82090 6.50048
C 0.46878 4.32837 -3.10181
S 1.17249 -4.55220 1.22039
H -2.22120 5.64672 -0.05495
O 0.93402 0.77410 -2.49405
C -0.50168 -1.33690 2.32480
C -0.30002 0.19607 -2.37126
H 2.27431 -2.22896 1.60786
C 1.57197 0.14588 -3.59493
H 1.89758 -2.64012 -0.19236
H -0.44580 -1.69972 4.57444
H 0.65778 -1.23193 -4.98967
N -1.02701 -3.58845 3.64361
C -1.05446 4.48566 -1.47109
H -1.66896 -1.17841 2.22278
H 2.74195 0.75713 -5.31897
H 0.01564 0.42676 -5.09768
C 2.45959 1.13113 -4.33010
O -1.05863 0.38751 -1.44197
O -0.56850 -0.61625 -3.43704
H 0.31820 6.11851 -1.01400
O 1.17322 4.50930 -1.94471
H 3.37533 1.31309 -3.75745
C 0.25946 5.02501 -0.99402
O -0.87693 4.43322 -2.87797
N -2.76834 -3.56426 5.47776
H -0.25988 -3.60096 6.76584
C -1.46358 -3.85243 5.08975
C -0.19147 -2.32729 3.59396
O 0.96961 4.11193 -4.18719
H -1.22410 3.46539 -1.10738
H 0.50965 4.67376 0.01134
H -0.05819 -0.27215 2.60044
H 1.96449 2.10228 -4.44283
H -1.87086 -3.54476 3.03091
H 0.93995 -2.66881 3.68299
C 0.03105 -1.87795 0.87201
N -0.53398 -4.42738 6.16455
C 0.41394 -0.33270 -4.41640
H -3.17167 4.85705 -1.32839
H -2.23290 6.28850 -1.71913
H 2.16698 -0.69295 -3.21501
H -0.78574 -2.51853 0.29013
C -2.23019 5.37434 -1.11476
*
```



5 unconnected molecules or ions with the total composition C37H43F2N7O7S2. Source: OMol25; level of theory: ωB97M-V with the def2-TZVPD basis set.

Output
F_max in eV/Å: 7.63
Gap between HOMO and LUMO in eV: 1.52
E_tot in eV: -90891.000
Energy relative to the best compared isomer or geometry (same formula, charge and spin) in kJ/mol: 818.8

```
! RIJCOSX wB97M-V def2-TZVPD def2/J DEFGRID3
* xyz 4 1
H -3.80293 -0.47009 2.17074
O 0.10430 -1.90813 -4.70485
C -5.26372 -0.98511 3.68995
O 2.27802 -0.88964 -5.43863
H -2.35179 -2.56422 0.70776
C 4.29887 0.61991 -3.04864
H -0.22448 0.80408 8.44114
H 1.84526 5.91122 0.70691
C -2.70025 -0.45182 -6.64899
H 1.29822 -0.05432 8.04910
C -4.57485 -1.16655 2.46311
H 7.33132 -0.72774 -4.92032
C 3.32426 2.90244 1.16256
N -3.45311 -3.05567 -2.41389
H -1.45137 3.14765 2.13830
N 0.22643 0.87322 6.38761
H 0.13784 -1.21824 6.17486
C -6.99033 -1.60570 5.32064
H -2.39077 -2.98938 -4.23454
C -5.26901 -2.56280 -0.89306
H 0.28588 3.28833 4.07963
N 1.66777 -0.58139 -2.86267
C -3.04852 -3.64249 -3.66103
C 7.02093 -1.52915 -4.24987
C 0.20876 2.10372 5.82005
H 3.31613 5.69128 1.79618
N 6.32104 -0.68192 -3.43099
H 3.63047 3.28643 -2.66023
C -0.08804 1.90880 -2.09975
H -3.89336 -3.94420 -4.28016
C 2.47258 5.23039 1.28227
C 5.06323 -0.23224 -3.88253
H -8.04364 -1.88394 5.28580
H 6.43748 0.99005 -0.54844
C 0.06886 2.28812 4.42441
H -6.32571 -2.36041 -0.79908
C 0.63729 0.59384 1.32842
H 3.30628 2.80438 2.23795
H 7.95361 -0.41002 -2.05290
C -4.96057 -2.18844 1.60360
O -1.46321 -0.74152 -7.03894
H -4.95731 -0.18790 4.35098
H -5.32315 -3.00675 -3.10355
H 0.89919 1.71028 -2.51696
C -3.05942 -2.54372 -0.10786
N -0.00874 1.87602 -0.56614
C 3.97369 1.89453 0.38111
F 0.42149 0.43730 -4.70694
H 3.33235 0.85390 -3.46994
F 2.68043 -1.81808 -1.06508
H -2.45667 -4.53987 -3.48073
H 2.63925 5.11397 -1.17484
H -1.21360 -0.83331 -6.11652
H -7.24199 -3.66268 3.73263
C 3.59721 3.22819 -1.58231
C 4.83566 1.08087 -1.84162
H -0.16201 -0.97300 3.63527
C -0.17307 1.37849 2.15748
N 2.90660 4.00928 0.53824
H 1.89888 4.74834 2.07385
H -6.13727 -3.93103 1.38266
C -0.74337 2.69788 0.22316
H 1.41625 0.26996 -0.61617
C 4.08735 2.06912 -0.98365
C -2.59828 -2.81206 -1.40468
C -0.87080 2.43438 1.57210
S 2.18356 -1.96993 -2.62042
C 0.05295 -0.26992 5.66509
H -1.25165 3.53307 -0.23565
H 4.40080 1.02791 0.86376
H -1.56196 -2.93624 -1.68221
H -0.75463 1.08598 -2.35807
H -6.53402 -2.21713 6.09912
O -3.07635 -0.70342 -5.50480
C 6.92081 -0.20571 -2.29368
S 1.16710 -0.93658 -4.48536
C -5.98222 -3.08307 2.03330
H 4.69432 -0.64022 -4.81197
O 1.13433 -2.88888 -2.33700
O -3.38933 0.06499 -7.54556
C -0.20983 1.20046 3.67104
C -4.76477 -2.90849 -2.18433
C -4.43743 -2.44257 0.22319
H 0.33699 2.95007 6.47857
C 6.07400 0.60754 -1.49076
H 7.77526 -2.13325 -3.74574
H 1.25980 -0.20671 1.69991
C 2.96912 4.15820 -0.79523
C -0.18678 -0.08306 4.24665
H 6.40901 -2.32462 -4.67518
C 0.75372 0.87086 -0.01088
H -6.80718 -0.57297 5.61735
H -0.55627 2.82742 -2.45330
H 1.43717 1.55060 8.03873
N -6.24097 -1.86901 4.07702
C -6.52355 -2.96965 3.32037
O 3.35556 -2.41541 -3.33515
C 0.67092 0.80702 7.81956
*
```



2 unconnected molecules or ions with the total composition C7H10. Source: OMol25; level of theory: ωB97M-V with the def2-TZVPD basis set.

Output
F_max in eV/Å: 0.36
Gap between HOMO and LUMO in eV: 9.58
E_tot in eV: -7418.353
Energy relative to the best compared isomer or geometry (same formula, charge and spin) in kJ/mol: 258.8

```
! RIJCOSX wB97M-V def2-TZVPD def2/J DEFGRID3
* xyz 0 1
C 1.81670 0.51369 0.40940
C 0.46262 -0.99211 -0.65859
H -1.40313 -0.27188 2.11038
C -1.87367 0.12086 -0.02930
C -1.38375 -0.69575 1.11177
H 0.38798 0.90398 -1.99488
H 2.73346 0.99692 0.73014
H 2.62116 -1.22629 -0.78712
C 0.56035 0.93476 0.66812
H 0.25939 1.83116 1.20088
C 1.75582 -0.68814 -0.41593
C -0.38645 -0.07124 0.13268
H -2.27581 1.10905 0.18157
H 0.40477 1.53243 -1.58974
H -2.35754 -0.39512 -0.85442
H -1.48191 -1.77611 1.06981
H 0.07685 -1.79576 -1.27723
*
```